78
Properties=species:S:1:pos:R:3:forces:R:3:mulliken_charge:R:1 method="wB97M-V/def2-TZVPD" e_tot_ha=-6353.40999 e_above_lowest_kj_mol=0.0 e_lumo_ev=-3.32 total_charge=+1 spin_multiplicity=1 homo_energy_ev=-11.02
Ti 0.50117 -1.26674 -0.22945 0.709 0.386 1.177 -0.73
C 4.50044 -1.47676 1.24605 -0.031 0.075 0.064 -1.15
O 3.28479 -0.72854 1.25619 -0.111 0.033 0.105 0.25
C 2.94479 -0.06121 2.38445 0.313 -0.172 -0.023 -0.16
C 3.74885 0.10649 3.49985 -0.091 0.004 -0.090 -0.84
C 3.29490 0.89921 4.55243 -0.125 0.003 -0.094 -0.69
Br 4.39486 1.12708 6.06191 0.043 0.010 0.064 -0.18
C 2.07624 1.54022 4.49269 0.117 -0.014 0.072 -0.89
C 1.26501 1.35330 3.37237 -0.120 0.239 0.319 0.72
C 1.67820 0.51749 2.35302 -0.049 -0.148 -0.470 0.87
O 0.88676 0.33127 1.25501 1.215 -1.498 -0.291 0.96
C 0.01728 2.07404 3.14910 0.276 -0.040 0.275 -0.01
N -0.59512 1.97972 1.98938 -0.907 0.935 0.542 0.08
C -1.71028 2.80091 2.07413 -0.084 0.012 -0.124 0.39
C -2.70161 3.07267 1.13499 0.013 0.000 -0.011 -0.14
C -3.70099 3.94804 1.50576 0.017 0.032 0.080 -0.84
C -3.72176 4.53942 2.78071 -0.003 -0.022 -0.058 -0.43
C -2.74598 4.27439 3.72071 0.029 -0.011 -0.056 -1.23
C -1.74013 3.39467 3.33685 -0.025 0.030 0.096 0.24
N -0.62160 2.90783 4.00358 -0.051 -0.055 -0.218 -0.06
H 5.35936 -0.80923 1.32980 0.016 -0.014 0.002 0.34
H 4.52305 -1.98624 0.28854 0.002 -0.004 -0.012 0.26
H 4.50384 -2.20663 2.05673 0.015 -0.019 -0.001 0.47
H 4.72398 -0.35213 3.55062 0.031 -0.008 0.019 0.61
H 1.77414 2.19273 5.29935 -0.006 0.004 0.022 0.53
H 0.12435 1.03791 1.33509 -0.629 0.515 -0.287 0.22
H -2.67626 2.61735 0.15326 -0.004 0.005 0.018 0.37
H -4.48492 4.19251 0.80271 -0.021 -0.002 -0.007 0.45
H -4.52094 5.22319 3.02968 -0.019 0.007 0.005 0.40
H -2.76391 4.73631 4.69775 0.001 -0.001 0.023 0.43
H -0.33605 3.13722 4.93936 0.028 -0.015 0.009 0.25
O 0.07147 -2.70618 -1.12660 -0.673 -0.425 -1.068 0.08
C -0.97419 -3.36117 -1.68785 0.321 0.155 0.312 0.56
C -0.77364 -4.21715 -2.75421 -0.034 -0.096 -0.122 -0.75
C -1.87094 -4.83648 -3.32610 0.003 -0.015 0.018 -0.60
C -3.15448 -4.60826 -2.83471 0.050 0.063 0.019 -0.94
C -3.33611 -3.76586 -1.75403 0.003 -0.073 -0.040 -1.23
C -2.23926 -3.14251 -1.16059 -0.207 0.029 0.193 0.83
C -2.35905 -2.34337 0.05121 0.010 0.004 -0.054 -0.11
N -1.48089 -1.45132 0.51993 -0.342 -0.086 0.036 1.34
C -1.99006 -1.00059 1.72859 0.089 0.047 -0.025 -0.69
C -3.16846 -1.61182 1.97420 0.000 -0.075 -0.064 -1.03
N -3.39112 -2.44328 0.90046 -0.085 0.029 0.051 0.12
H 0.23059 -4.38546 -3.11716 0.001 0.017 -0.016 0.57
H -1.72590 -5.50334 -4.16482 -0.010 -0.008 -0.008 0.45
H -4.00611 -5.08755 -3.29531 -0.008 -0.008 -0.008 0.43
H -4.33514 -3.58527 -1.37694 -0.015 -0.006 -0.010 0.50
H -1.46563 -0.29046 2.33801 0.020 0.020 -0.004 0.35
H -3.84478 -1.54487 2.80535 -0.032 -0.001 0.017 0.44
H -4.12187 -3.13300 0.82697 0.046 0.038 0.022 0.26
F 3.37804 0.26599 -6.47132 -0.045 -0.039 0.109 -0.29
C 3.01404 -0.01848 -5.22493 -0.023 0.008 -0.079 0.63
C 3.92072 0.11059 -4.18448 0.070 -0.002 0.023 0.16
F 5.16356 0.51815 -4.42599 -0.123 -0.020 0.012 -0.29
C 3.52718 -0.18607 -2.89346 0.349 0.063 -0.037 -0.06
F 4.41399 -0.03625 -1.89812 -0.182 -0.033 -0.071 -0.30
C 2.24147 -0.62483 -2.59601 0.057 -0.021 0.510 0.42
O 1.92779 -0.87459 -1.31649 0.038 -0.016 -0.256 0.27
C 1.34633 -0.73896 -3.64882 -0.372 -0.084 -0.274 -0.18
F 0.07226 -1.12940 -3.43921 0.394 0.114 0.009 -0.39
C 1.72605 -0.44354 -4.94918 -0.072 -0.016 -0.058 0.24
F 0.83953 -0.57341 -5.93365 0.072 0.034 0.047 -0.29
N 1.69496 1.88018 -0.87118 0.154 0.053 -0.016 0.10
C 0.44209 1.78444 -1.37403 0.165 -0.007 0.045 0.30
C -0.05118 2.84716 -2.16249 -0.004 0.030 0.032 -1.13
C -1.31675 2.79207 -2.66667 -0.046 -0.014 -0.032 -0.58
C -2.11216 1.67186 -2.39132 0.053 0.032 -0.022 -1.16
C -1.57052 0.67979 -1.62846 0.048 -0.111 0.074 -0.94
N -0.31627 0.70199 -1.10363 -0.160 -0.234 -0.254 1.99
H 2.28133 2.61770 -1.22131 -0.013 -0.006 0.018 0.30
H 2.15730 1.07047 -0.48066 -0.104 0.174 -0.070 -0.38
H 0.59552 3.69120 -2.35886 0.008 0.016 0.012 0.50
H -1.69286 3.60084 -3.27883 -0.009 0.009 0.004 0.49
H -3.11609 1.57228 -2.77401 -0.015 0.003 -0.018 0.59
H -2.15096 -0.20337 -1.41268 0.010 -0.051 0.017 0.25
S 1.24644 -2.72761 1.61511 -0.108 0.129 -0.149 -0.20
C -0.04832 -3.81956 1.56586 0.201 0.167 0.066 0.46
N -0.96038 -4.52716 1.55582 -0.027 -0.058 -0.042 -0.59